No. 1
DFT (wB97M-V/def2-TZVPD) results for a molecular structure, C39H36IN4O3P2ReS2.

The value obtained for the LUMO energy (alpha / beta) is -2.8 / -3.9 eV. Its energy relative to the best compared isomer or geometry (same formula, charge and spin) is 8.41 kcal per mole.

Geometry as ORCA input:
```
! RIJCOSX wB97M-V def2-TZVPD def2/J DEFGRID3
* xyz 1 4
Re -2.07 0.14 0.41
S -1.55 0.07 2.82
P 0.36 0.19 2.07
C -0.04 0.69 0.44
P 0.76 2.13 -0.21
S -0.04 3.86 0.33
C 0.85 1.91 -2.02
C 0.81 0.64 -2.59
C 0.95 0.47 -3.96
C 1.13 1.58 -4.78
C 1.18 2.86 -4.21
C 1.04 3.02 -2.84
C 2.54 2.10 0.16
C 3.30 0.98 -0.20
C 4.68 0.97 0.01
C 5.30 2.09 0.56
C 4.55 3.20 0.91
C 3.17 3.21 0.71
C 1.42 1.18 3.11
C 0.93 2.36 3.67
C 1.77 3.15 4.45
C 3.09 2.76 4.66
C 3.58 1.58 4.10
C 2.75 0.79 3.33
C 1.06 -1.47 2.16
C 1.01 -2.17 3.37
C 1.52 -3.45 3.45
C 2.07 -4.05 2.32
C 2.13 -3.37 1.12
C 1.62 -2.07 1.04
H 0.67 -0.22 -1.94
H 0.93 -0.52 -4.40
H 1.25 1.46 -5.85
H 1.33 3.72 -4.85
H 1.07 4.01 -2.40
H 2.82 0.12 -0.66
H 5.26 0.11 -0.28
H 6.37 2.09 0.71
H 5.03 4.08 1.33
H 2.57 4.08 0.98
H -0.10 2.65 3.50
H 1.39 4.07 4.88
H 3.74 3.38 5.26
H 4.61 1.29 4.27
H 3.13 -0.13 2.90
H 0.58 -1.69 4.25
H 1.49 -3.99 4.39
H 2.46 -5.07 2.39
H 2.55 -3.84 0.23
H 1.65 -1.52 0.10
N -2.84 2.13 0.87
C -4.31 2.40 0.74
C -5.16 1.30 1.38
C -5.15 0.07 0.50
O -6.09 -0.26 -0.16
O -3.98 -0.61 0.48
H -2.57 2.24 1.84
H -2.29 2.84 0.39
H -4.55 2.49 -0.31
H -4.53 3.35 1.21
H -6.18 1.64 1.47
H -4.76 1.05 2.37
N -0.38 -4.51 -3.34
C 0.29 -4.11 -2.23
O 1.51 -4.07 -2.15
C -0.57 -3.71 -1.06
C -1.03 -4.62 -0.12
C -1.75 -4.17 0.96
C -2.01 -2.81 1.08
N -1.55 -1.92 0.18
C -0.85 -2.38 -0.86
H 0.15 -4.85 -4.12
H -1.38 -4.61 -3.34
H -0.80 -5.68 -0.23
H -2.12 -4.84 1.72
H -2.59 -2.43 1.90
H -0.47 -1.63 -1.55
I -2.20 3.07 -2.47
C -2.52 1.05 -2.83
C -2.64 0.68 -4.17
C -3.07 -0.59 -4.49
C -3.42 -1.45 -3.46
C -3.22 -1.04 -2.16
N -2.72 0.17 -1.83
H -2.41 1.41 -4.94
H -3.17 -0.89 -5.52
H -3.85 -2.42 -3.65
H -3.49 -1.68 -1.33
*
```

---

No. 2
DFT (wB97M-V/def2-TZVPD) results for 7 unconnected molecules or ions with the total composition C39H36N6O13.

Its structure (SMILES) is O=[N+]([O-])c1ccccc1.O=[N+]([O-])c1ccccc1.O=[N+]([O-])c1ccccc1.O=[N+]([O-])c1ccccc1.O=[N+]([O-])c1ccccc1.O=[N+]([O-])c1ccccc1.CC(C)=O. The value obtained for the LUMO energy is -1.0 eV. Its energy relative to the best compared isomer or geometry (same formula, charge and spin) is 0.00 kcal per mole.

Geometry as ORCA input:
```
! RIJCOSX wB97M-V def2-TZVPD def2/J DEFGRID3
* xyz 0 1
C 0.23 1.13 -6.27
C 1.53 1.58 -6.36
C 2.14 2.14 -5.24
C 1.41 2.28 -4.07
C 0.10 1.87 -3.99
C -0.49 1.25 -5.09
N 2.00 2.97 -2.93
O 1.32 3.11 -1.93
O 3.15 3.35 -3.05
H -0.29 0.68 -7.12
H 2.13 1.42 -7.25
H 3.19 2.36 -5.28
H -0.46 1.99 -3.08
H -1.50 0.88 -5.01
C 4.37 -1.25 -4.05
C 3.26 -2.06 -4.24
C 2.10 -1.80 -3.52
C 2.12 -0.80 -2.57
C 3.25 -0.06 -2.31
C 4.38 -0.26 -3.08
N 0.93 -0.60 -1.73
O -0.06 -1.26 -1.97
O 1.01 0.22 -0.84
H 5.24 -1.44 -4.68
H 3.24 -2.79 -5.04
H 1.24 -2.46 -3.62
H 3.30 0.61 -1.47
H 5.30 0.27 -2.87
C -1.76 0.72 4.41
C -0.67 1.58 4.29
C 0.11 1.88 5.39
C -0.32 1.45 6.63
C -1.41 0.61 6.79
C -2.15 0.29 5.67
N 0.44 1.85 7.81
O 0.04 1.46 8.89
O 1.41 2.56 7.65
H -2.34 0.46 3.53
H -0.42 1.95 3.30
H 1.01 2.46 5.31
H -1.59 0.20 7.78
H -3.02 -0.37 5.71
C -1.77 -4.54 4.72
C -1.55 -5.20 5.93
C -0.83 -4.59 6.95
C -0.25 -3.35 6.71
C -0.44 -2.70 5.51
C -1.24 -3.27 4.54
N 0.55 -2.72 7.76
O 0.62 -3.30 8.83
O 1.08 -1.67 7.49
H -2.30 -5.03 3.92
H -2.06 -6.12 6.16
H -0.83 -5.05 7.93
H 0.04 -1.75 5.31
H -1.37 -2.78 3.58
C 1.55 -4.01 -0.90
C 0.42 -3.70 -0.15
C 0.52 -2.91 0.97
C 1.76 -2.41 1.32
C 2.91 -2.83 0.68
C 2.81 -3.69 -0.39
N 1.88 -1.50 2.47
O 2.99 -1.12 2.77
O 0.85 -1.16 3.03
H 1.41 -4.56 -1.82
H -0.54 -4.00 -0.56
H -0.31 -2.61 1.60
H 3.88 -2.59 1.11
H 3.69 -4.06 -0.90
C -3.49 4.18 -3.55
C -3.72 3.04 -4.31
C -3.21 2.95 -5.60
C -2.45 4.00 -6.08
C -2.22 5.15 -5.35
C -2.75 5.23 -4.08
N -1.74 3.82 -7.36
O -0.88 4.62 -7.64
O -2.04 2.85 -8.03
H -3.78 4.17 -2.51
H -4.29 2.23 -3.89
H -3.37 2.04 -6.15
H -1.68 5.95 -5.83
H -2.54 6.14 -3.53
C -1.63 1.75 -0.13
C -2.50 0.76 0.59
O -3.71 0.84 0.56
C -1.81 -0.46 1.14
H -2.19 2.66 -0.32
H -1.31 1.35 -1.09
H -0.70 1.94 0.41
H -1.48 -1.06 0.29
H -2.54 -1.10 1.66
H -0.93 -0.25 1.75
*
```

---

No. 3
DFT (wB97M-V/def2-TZVPD) results for a molecular structure, C39H37BIrN3O5P2.

The value obtained for the LUMO energy is 0.3 eV. Its energy relative to the best compared isomer or geometry (same formula, charge and spin) is 0.00 kcal per mole.

Geometry as ORCA input:
```
! RIJCOSX wB97M-V def2-TZVPD def2/J DEFGRID3
* xyz 0 1
Ir 0.03 -1.05 0.87
N -0.86 -1.49 -1.85
P 0.36 -2.28 -0.99
C 1.74 -2.47 -2.16
C 2.92 -1.76 -2.04
C 3.90 -1.88 -3.01
C 3.70 -2.71 -4.10
C 2.52 -3.43 -4.22
C 1.55 -3.32 -3.25
C -0.16 -3.98 -0.69
C 0.78 -4.91 -0.25
C 0.37 -6.19 0.09
C -0.97 -6.55 0.00
C -1.91 -5.62 -0.43
C -1.51 -4.33 -0.76
P -1.32 -0.23 -0.77
C -3.13 -0.33 -0.82
C -3.77 -1.08 0.16
C -5.14 -1.26 0.11
C -5.88 -0.68 -0.92
C -5.24 0.08 -1.89
C -3.87 0.26 -1.84
C -0.86 1.28 -1.69
C 0.14 1.20 -2.66
C 0.61 2.35 -3.28
C 0.09 3.59 -2.94
C -0.91 3.67 -1.98
C -1.38 2.53 -1.35
H -1.18 -1.68 -2.79
H 3.08 -1.12 -1.18
H 4.83 -1.33 -2.91
H 4.47 -2.80 -4.86
H 2.37 -4.09 -5.07
H 0.64 -3.91 -3.33
H 1.82 -4.63 -0.17
H 1.10 -6.92 0.43
H -1.28 -7.55 0.27
H -2.95 -5.89 -0.49
H -2.24 -3.60 -1.08
H -3.20 -1.50 0.98
H -5.64 -1.84 0.87
H -6.95 -0.82 -0.96
H -5.82 0.54 -2.68
H -3.37 0.86 -2.59
H 0.57 0.24 -2.93
H 1.39 2.27 -4.03
H 0.47 4.49 -3.41
H -1.32 4.64 -1.70
H -2.13 2.60 -0.59
O -0.74 -0.24 2.64
N -0.77 1.03 2.94
N -1.53 1.73 2.20
O -2.28 1.28 1.28
C -1.48 3.16 2.42
C -2.56 3.91 1.98
C -2.53 5.28 2.15
C -1.44 5.89 2.76
C -0.37 5.12 3.19
C -0.38 3.74 3.03
H -3.39 3.41 1.51
H -3.36 5.88 1.81
H -1.42 6.97 2.89
H 0.49 5.59 3.66
H 0.45 3.13 3.34
C 0.50 -2.61 4.22
C 1.63 -2.17 3.29
C 2.20 -0.81 3.69
O 1.27 -2.21 1.93
H 0.85 -2.69 5.25
H 0.14 -3.59 3.91
H -0.33 -1.90 4.18
H 2.43 -2.91 3.39
H 1.43 -0.04 3.66
H 3.00 -0.54 3.00
H 2.62 -0.84 4.70
O 0.88 1.81 0.73
B 1.26 0.48 0.52
O 2.61 0.44 0.14
C 3.03 1.74 0.09
C 4.27 2.23 -0.25
C 4.41 3.62 -0.23
C 3.36 4.46 0.12
C 2.11 3.94 0.47
C 1.98 2.58 0.44
H 5.08 1.58 -0.52
H 5.37 4.06 -0.49
H 3.51 5.53 0.12
H 1.28 4.58 0.74
*
```